# 1
This record from the OMol25 dataset describes a cluster of 2 separate species, C5H14N2O in total. The level of theory is ωB97M-V with the def2-TZVPD basis set.

The total energy comes out at -10437.3458 eV. The calculation puts the HOMO-LUMO gap at 8.45 eV. The value obtained for the energy above the lowest of the compared OMol25 structures with the same formula, charge and spin is 84.9 kcal per mole.

```
! RIJCOSX wB97M-V def2-TZVPD def2/J DEFGRID3
* xyz 0 1
C 0.93 1.62 0.06
C 0.07 0.66 -0.66
C 0.56 -0.17 -1.63
N 1.77 0.24 -2.27
C -1.33 0.58 -0.25
C -1.32 0.05 1.22
N -2.56 -0.73 1.71
H 1.13 2.49 -0.60
H 2.03 1.42 -0.02
H 0.62 1.95 1.13
H 0.03 -1.02 -1.99
H 2.18 -0.31 -2.89
H 2.03 1.11 -2.35
H -1.85 -0.11 -0.94
H -1.88 1.52 -0.18
H -0.52 -0.58 1.39
H -1.28 0.93 1.74
H -3.00 0.00 2.37
H -3.24 -0.81 0.90
O 1.48 -1.96 1.37
H 1.73 -1.26 0.78
H 2.18 -2.58 1.17
*
```

***

# 2
This record from the OMol25 dataset describes the molecule C6H13NO2. The level of theory is ωB97M-V with the def2-TZVPD basis set.

The total energy comes out at -12017.5648 eV. The calculation puts the HOMO-LUMO gap at 10.42 eV. The value obtained for the energy above the lowest of the compared OMol25 structures with the same formula, charge and spin is 26.8 kcal per mole.

```
! RIJCOSX wB97M-V def2-TZVPD def2/J DEFGRID3
* xyz 0 1
C 1.82 -1.43 -0.33
C 1.98 -0.10 0.40
C 2.25 0.99 -0.58
C 0.61 0.19 1.08
C -0.42 0.54 -0.07
N -1.08 1.82 -0.06
C -1.51 -0.56 -0.03
O -1.20 -1.70 0.01
O -2.77 -0.17 -0.24
H 1.49 -2.22 0.36
H 2.66 -1.75 -0.93
H 0.96 -1.21 -1.00
H 2.70 -0.24 1.25
H 3.26 0.72 -1.07
H 1.50 0.95 -1.29
H 2.25 1.99 -0.14
H 0.17 -0.59 1.75
H 0.76 1.14 1.62
H -0.04 0.23 -1.05
H -0.52 2.64 -0.37
H -1.47 2.08 0.85
H -2.77 0.75 -0.55
*
```

***

# 3
This record from the OMol25 dataset describes a structure of composition C5H8N. The level of theory is ωB97M-V with the def2-TZVPD basis set.

The total energy comes out at -6790.8108 eV. The calculation puts the HOMO-LUMO gap (alpha / beta) at 8.71 / 7.62 eV. The value obtained for the energy above the lowest of the compared OMol25 structures with the same formula, charge and spin is 167.8 kcal per mole.

```
! RIJCOSX wB97M-V def2-TZVPD def2/J DEFGRID3
* xyz 1 1
C 0.03 0.71 -0.12
C -0.66 -0.47 0.01
C 2.23 -1.12 0.10
C 0.19 2.13 0.18
C -1.92 -1.26 0.06
N 0.61 -0.43 -0.59
H 2.14 -2.18 0.05
H 3.02 -0.57 -0.54
H 0.55 2.64 -0.70
H 1.12 2.04 0.82
H -0.64 2.69 0.63
H -2.61 -0.52 -0.18
H -2.07 -1.71 0.95
H -1.97 -1.96 -0.67
*
```

***

# 4
This record from the OMol25 dataset describes a structure of composition NO4PS. The level of theory is ωB97M-V with the def2-TZVPD basis set.

The total energy comes out at -29804.7024 eV. The calculation puts the HOMO-LUMO gap at 6.77 eV. The value obtained for the energy above the lowest of the compared OMol25 structures with the same formula, charge and spin is 17.8 kcal per mole.

```
! RIJCOSX wB97M-V def2-TZVPD def2/J DEFGRID3
* xyz -2 1
N 2.84 -0.10 0.56
O -1.95 -1.29 0.17
O -1.60 0.52 -1.56
O -0.73 0.94 1.00
O 0.61 -0.81 -0.34
P -1.18 -0.04 -0.21
S 1.45 0.42 0.32
*
```

***

# 5
This record from the OMol25 dataset describes a cluster of 2 separate species, C3H10N2OS in total. The level of theory is ωB97M-V with the def2-TZVPD basis set.

As for the expectation value of S²: 0.753. The total energy comes out at -19128.0736 eV. The calculation puts the HOMO-LUMO gap (alpha / beta) at 9.06 / 4.17 eV. The value obtained for the energy above the lowest of the compared OMol25 structures with the same formula, charge and spin is 1.3 kcal per mole.

```
! RIJCOSX wB97M-V def2-TZVPD def2/J DEFGRID3
* xyz 1 2
C -1.17 -0.83 1.16
C -0.47 -1.91 2.01
S 1.22 -2.16 1.42
H -1.37 -1.23 0.17
H -0.52 0.03 1.03
H -2.12 -0.52 1.59
H -0.37 -1.49 3.02
H -0.97 -2.87 1.96
H 1.15 -3.51 1.36
N 1.60 1.38 -2.10
C 0.29 1.39 -1.65
N -0.19 2.65 -1.38
O -0.37 0.37 -1.54
H 2.19 2.13 -1.75
H 2.04 0.48 -2.12
H 0.22 3.42 -1.89
H -1.19 2.66 -1.29
*
```

***

# 6
This record from the OMol25 dataset describes the molecule C3H5NOS. The level of theory is ωB97M-V with the def2-TZVPD basis set.

The total energy comes out at -17561.8663 eV. The calculation puts the HOMO-LUMO gap at 9.12 eV. The value obtained for the energy above the lowest of the compared OMol25 structures with the same formula, charge and spin is 78.4 kcal per mole.

```
! RIJCOSX wB97M-V def2-TZVPD def2/J DEFGRID3
* xyz 0 1
O -0.99 -0.06 -1.52
C -1.13 -0.29 -0.02
C -1.32 1.31 0.45
N 0.10 1.07 0.95
C 0.25 -0.13 0.38
S 1.55 -1.02 0.04
H -0.03 -0.32 -1.73
H -1.90 -1.07 0.11
H -2.06 1.55 1.27
H -1.44 1.95 -0.65
H 0.97 1.86 0.91
*
```